ORCA calculation (ωB97M-V with the def2-TZVPD basis set) on H14HfN2O13 as an isolated structure at a distorted geometry.

Each line ends with the Löwdin charge.
CARTESIAN COORDINATES (ANGSTROEM)
Hf1 -0.2421 -1.4441 1.6329  2.178
N1 1.9109 -3.8141 1.2659  -0.429
O1 1.0709 -4.7381 1.4299  0.052
O2 1.3819 -2.6921 1.2199  -0.193
O3 3.0139 -3.9071 1.8679  0.162
N2 0.8059 0.0049 -1.1891  -0.375
O4 0.0519 0.9809 -1.3761  0.032
O5 0.4269 -0.7781 -0.2621  -0.185
O6 2.0329 0.1959 -1.3191  0.137
O7 1.7229 3.4379 -0.6531  -0.052
H1 1.5759 4.1749 -1.2361  0.038
H2 1.2019 2.6909 -1.0391  0.001
O8 -2.6511 0.3359 -2.5941  -0.015
H3 -3.0691 1.1339 -2.8991  0.052
H4 -1.8121 0.6259 -2.3411  -0.054
O9 -2.1511 -0.4581 0.7239  -0.035
H5 -2.6461 0.2899 0.4249  0.117
H6 -2.8661 -1.0731 0.7809  0.090
O10 2.7419 -0.1911 1.3099  -0.042
H7 3.6899 -0.2411 1.2959  0.075
H8 2.5419 0.2319 0.4819  -0.006
O11 0.0609 0.7579 1.8339  -0.103
H9 0.3679 1.1549 2.6829  0.148
H10 -0.4961 1.5099 1.4019  0.181
O12 -1.9441 3.8879 -1.5601  -0.002
H11 -1.5181 3.1409 -1.1931  -0.035
H12 -1.1761 4.4319 -1.5101  0.027
O13 -1.0861 -2.9291 0.3989  -0.062
H13 -1.0291 -3.9281 0.4929  0.173
H14 -1.9121 -2.7921 -0.0721  0.125

Computed properties:
**Energy**: -31103.8666 eV
**HOMO**: -0.61863 Ha
**Frontier orbital gap**: 5.630 eV
**Largest force on an atom**: 10.6 eV/A
**Net charge**: +2